The following is a DFT calculation (ωB97M-V/def2-TZVPD) of a structure of composition C40H67CaN4O3Sb in a non-equilibrium geometry.

Summary:
LUMO: 4.09 eV
energy relative to the best compared isomer or geometry (same formula, charge and spin): 66.9 kJ/mol
DFT total energy: -2926.8688 a.u.
highest occupied orbital energy: 0.64 eV
charge: -2
HOMO-LUMO gap: 3.45 eV

Geometry as XYZ:
```
116
Properties=species:S:1:pos:R:3:lowdin_charge:R:1
C -2.50 -4.38 2.44 -0.1607
H 0.98 -2.04 -6.13 0.0690
H 2.68 -2.00 -5.86 0.0665
H 2.34 -3.63 1.85 -0.1402
C 1.57 -3.10 -3.69 -0.0589
H -6.45 1.99 -0.19 0.0750
H -4.05 6.15 0.97 0.0707
H -1.43 7.56 0.92 0.0779
H 0.49 -6.13 2.03 -0.0145
H -1.85 -4.77 3.21 0.1105
H -0.27 -1.29 -2.92 0.0618
H 3.68 -0.35 -4.68 0.0808
C 2.12 -0.63 -1.75 -0.1895
C 0.52 1.59 0.51 -0.1332
H 2.05 -6.40 -1.34 -0.0140
H -4.48 0.21 -1.28 0.0853
H 5.71 3.07 -4.84 0.0693
C -4.96 0.79 2.01 -0.0548
H -4.02 5.66 2.63 0.0789
H 0.93 1.35 4.31 0.1145
H -0.91 -6.26 -2.33 -0.0434
H 1.32 -3.16 -2.62 0.0434
H -1.04 -6.49 1.19 -0.0257
H 7.16 -0.32 -3.58 0.0634
H 2.91 -4.87 -1.25 -0.0086
C 3.49 -0.19 -3.62 -0.0590
H -1.81 5.36 3.79 0.0787
N 1.21 0.45 1.16 -0.2994
H -5.12 -3.71 0.65 0.1099
H -0.82 0.13 6.24 0.0712
H 0.10 4.05 1.20 0.1101
O -1.85 -0.02 0.73 -0.1673
C 6.58 0.35 -4.19 -0.0518
H 1.74 -0.50 -5.92 0.0779
C 1.47 -1.64 -4.05 -0.5527
H -0.37 5.73 2.92 0.0828
H 2.17 1.40 2.75 0.1126
H -0.43 6.18 0.51 0.0814
O 1.45 -3.55 1.99 -0.5841
N -0.24 -0.46 4.39 -0.3113
H 4.49 1.44 -0.77 0.0768
H -4.61 -5.22 2.68 0.0886
C 4.92 2.39 -4.42 -0.0570
H -0.13 -0.20 -4.30 0.0846
H -1.89 0.62 4.87 0.0840
H 1.37 -1.85 4.12 0.0789
H -5.79 -0.15 -0.21 0.0649
H 4.19 3.03 -3.97 0.0689
C 0.01 -1.22 -3.96 -0.0587
H 6.07 -0.22 -4.93 0.0494
N -1.99 -3.63 1.50 -0.0172
H 7.31 1.00 -4.70 0.0614
H -5.11 3.13 -0.39 0.0879
H 0.28 -1.98 5.52 0.0625
H -2.89 -2.39 0.25 0.1255
H -0.55 1.21 3.36 0.0992
C -2.05 4.17 1.39 -0.1701
C 6.37 2.08 -2.31 -0.0822
H -5.83 2.87 1.15 0.0607
C -3.51 6.22 1.87 -0.0844
H 1.99 -0.27 2.96 0.0937
C -1.95 1.31 0.82 -0.3360
H 1.32 -0.68 5.59 0.1098
H 2.57 -3.45 -3.85 0.0792
H 6.83 1.40 -1.61 0.0694
C -1.43 5.98 3.02 -0.0679
H -1.45 -4.59 -2.37 -0.0373
C 1.41 0.59 2.61 -0.2138
C -5.55 2.37 0.25 -0.0931
H -4.12 -0.70 0.14 0.0498
H -1.98 6.40 -0.30 0.0847
H -1.84 -1.04 5.50 0.0915
H 7.18 2.61 -2.79 0.0543
H -1.54 7.02 3.29 0.0706
H -5.84 0.22 1.81 0.0675
H 1.23 2.39 0.26 0.1235
C 3.98 0.74 -1.42 -0.0250
C 5.55 1.31 -3.44 -0.4710
C -1.25 -0.13 5.28 -0.1168
H -3.43 7.27 2.15 0.0819
H 0.84 -3.69 -4.24 0.0769
H -5.13 1.62 2.75 0.1008
H 0.46 -7.13 0.58 -0.0172
C 2.37 -0.80 -3.18 -0.1431
C -4.74 0.12 -0.23 -0.0651
Sb 0.40 -4.60 -0.23 1.3302
C -3.89 -4.56 2.21 -0.1000
H 0.25 1.11 -0.44 0.1233
C -4.17 -3.84 1.13 -0.1234
N -3.00 -3.27 0.72 0.0058
C 2.54 0.29 0.60 -0.1759
C -3.19 3.41 1.15 0.0017
C 2.86 0.17 -0.78 -0.2210
Ca 0.33 -1.76 0.95 1.2014
O 1.06 -1.32 -1.09 -0.4394
C -2.12 5.66 1.72 -0.5948
C -4.57 1.35 0.66 -0.5462
H -4.17 3.89 1.26 0.0761
C 1.76 -1.53 -5.56 -0.0902
C -0.82 3.48 1.21 -0.0151
H -2.02 -5.71 -1.12 -0.0503
C -1.47 6.50 0.65 -0.0688
C -0.77 2.14 0.95 -0.1605
C 2.23 -5.53 -0.73 -0.3370
C -3.15 2.00 0.79 -0.0717
H -4.16 0.23 2.38 0.0635
C 0.72 -1.31 4.83 -0.1487
C 0.32 0.68 3.68 -0.1717
H 5.77 2.81 -1.82 0.0582
H 2.63 -5.83 0.22 -0.0096
H 4.48 1.92 -5.28 0.0533
H 3.31 0.43 1.36 0.0546
H -0.62 -1.92 -4.50 0.0709
C 4.37 0.56 -2.78 -0.1851
C 0.01 -6.28 1.07 -0.3343
C -1.18 -5.42 -1.72 -0.3085
```